[1]
Formula: C16H10BrN2OPtTe
Source: the Open Molecules 2025 dataset
Level of theory: ωB97M-V with the def2-TZVPD basis set

Net charge: -1
Kohn-Sham gap (alpha / beta) (eV): 3.5 / 3.5

Each line ends with the Mulliken charge.
CARTESIAN COORDINATES (ANGSTROEM)
Pt1 0.1384 -0.0184 0.1817  0.2670
Br1 -7.3193 -0.0641 -0.0694  -0.2699
C1 -5.4388 0.3208 -0.1532  -0.0593
C2 -5.0168 1.6381 -0.0123  -0.3414
C3 -3.6666 1.8962 0.0303  -0.4691
C4 -2.6837 0.8827 -0.0673  0.2927
O1 -1.4582 1.2353 0.1201  -0.5338
C5 -3.1554 -0.4479 -0.3520  0.3021
C6 -2.3089 -1.5380 -0.6538  0.0764
N1 -0.9988 -1.5020 -0.6717  -0.4436
C7 -0.2213 -2.5549 -1.0522  0.5380
C8 -0.6512 -3.6373 -1.8392  -0.5260
C9 0.2055 -4.6854 -2.1022  -0.7731
C10 1.4901 -4.7081 -1.5844  -0.8031
C11 1.9728 -3.6333 -0.8214  0.8452
C12 3.2664 -3.5982 -0.2618  -0.6331
C13 3.6609 -2.4690 0.4305  -0.7838
C14 2.7979 -1.3991 0.5656  0.3457
N2 1.5440 -1.4026 0.0701  0.0541
C15 1.1243 -2.5150 -0.5989  0.1586
C16 -4.5431 -0.6978 -0.3394  -0.6471
H1 -5.7384 2.4383 0.0764  0.3891
H2 -3.3145 2.9100 0.1676  0.4434
H3 -2.8245 -2.4747 -0.8772  0.2691
H4 -1.6415 -3.6261 -2.2690  0.3846
H5 -0.1361 -5.5074 -2.7192  0.3593
H6 2.1484 -5.5385 -1.7925  0.3590
H7 3.9201 -4.4495 -0.3774  0.3967
H8 4.6478 -2.4018 0.8618  0.3766
H9 3.1078 -0.4989 1.0819  0.0514
H10 -4.8879 -1.7160 -0.4664  0.3614
Te1 1.4906 1.7927 1.2648  -0.9873


[2]
Formula: C16H12Br2N2O2S
Source: the Open Molecules 2025 dataset
Level of theory: ωB97M-V with the def2-TZVPD basis set

Structure (SMILES): CCOc1cc(Br)c(Br)c(/C=N/c2ccc3scnc3c2)c1O
Kohn-Sham gap (eV): 7.7

Each line ends with the Mulliken charge.
CARTESIAN COORDINATES (ANGSTROEM)
C1 5.1226 1.1487 2.4055  -1.0108
C2 4.3025 2.4112 2.5183  -0.3643
O1 2.9292 2.1160 2.3133  -0.5131
C3 2.4453 1.8657 1.0446  0.6668
C4 3.1359 2.1019 -0.1414  -0.4124
C5 2.4969 1.7988 -1.3999  -0.3222
Br1 3.5027 2.1813 -2.9685  -0.1836
C6 1.1960 1.3067 -1.4376  -0.1183
Br2 0.4441 1.0902 -3.1794  -0.1303
C7 0.5301 1.0020 -0.2273  0.3225
C8 -0.7587 0.3367 -0.1843  -0.1602
N1 -1.2796 -0.3916 -1.1561  -0.3009
C9 -2.4883 -1.0819 -1.0517  0.5018
C10 -3.2964 -1.1327 0.1257  -0.3962
C11 -4.4733 -1.8995 0.1952  -1.0559
C12 -4.8210 -2.6798 -0.9246  0.8451
S1 -6.2091 -3.7152 -1.0722  -0.1514
C13 -5.6021 -4.1282 -2.6780  -0.0585
N2 -4.4822 -3.5335 -3.0760  -0.6365
C14 -4.0443 -2.6857 -2.0702  -0.4210
C15 -2.8976 -1.8883 -2.1315  -0.1071
C16 1.1758 1.2960 0.9878  0.3936
O2 0.4973 1.1003 2.1725  -0.6058
H1 5.2517 0.7636 1.3785  0.3076
H2 6.1771 1.2983 2.8044  0.3630
H3 4.6515 0.3536 3.0281  0.2885
H4 4.6803 3.2041 1.8532  0.2801
H5 4.4119 2.8057 3.5435  0.3451
H6 4.1153 2.5812 -0.1707  0.3896
H7 -1.2644 0.3496 0.7628  0.3816
H8 -2.9811 -0.5776 1.0227  0.2219
H9 -5.0953 -1.9675 1.0509  0.4124
H10 -6.1988 -4.8602 -3.2242  0.4020
H11 -2.2780 -1.8779 -3.0171  0.4776
H12 1.1039 1.3080 2.9035  0.3495


[3]
Formula: C16H12BrN3S
Source: the Open Molecules 2025 dataset
Level of theory: ωB97M-V with the def2-TZVPD basis set

Structure (SMILES): [H]/N=c1\c2ccsc2nc2n1CC/C2=C\c1ccccc1Br
Kohn-Sham gap (eV): 8.0

Each line ends with the Mulliken charge.
CARTESIAN COORDINATES (ANGSTROEM)
H1 3.0208 -1.6961 3.7574  0.1919
N1 2.5526 -0.9748 3.2248  -0.8302
C1 2.1166 -1.3051 2.0468  0.7204
C2 2.2512 -2.6267 1.5041  0.2178
C3 3.0456 -3.7851 1.9837  -0.8898
C4 2.9318 -4.8960 1.1993  -0.3156
S1 1.9024 -4.5736 -0.1524  -0.2236
C5 1.5791 -2.9354 0.3507  0.3169
N2 0.7326 -2.0652 -0.3173  -0.5798
C6 0.6864 -0.8832 0.2249  -0.1028
N3 1.3478 -0.4218 1.3479  0.1251
C7 1.0244 0.9985 1.6696  -0.7477
C8 0.0468 1.4596 0.5456  -0.6543
C9 -0.1786 0.1817 -0.2241  0.6761
C10 -1.0675 0.0478 -1.2556  -0.5407
C11 -1.8665 1.1863 -1.6907  0.6284
C12 -3.2148 1.2323 -1.3294  -0.3272
C13 -4.0374 2.3638 -1.6444  -0.6130
C14 -3.4840 3.3957 -2.3733  -0.4518
C15 -2.1247 3.3646 -2.7779  -0.3785
C16 -1.3230 2.2622 -2.4603  -0.0289
Br1 0.4591 2.2208 -3.1757  -0.1186
H2 3.7073 -3.7520 2.8415  0.2612
H3 3.4941 -5.7850 1.4145  0.4690
H4 1.9296 1.5959 1.6772  0.3124
H5 0.5370 1.0599 2.6898  0.2683
H6 0.4888 2.2233 -0.0567  0.3506
H7 -0.8996 1.8415 0.9162  0.3847
H8 -1.1194 -0.9008 -1.8063  0.4155
H9 -3.6981 0.4429 -0.7508  0.3802
H10 -5.0795 2.2746 -1.3643  0.3747
H11 -4.0924 4.2325 -2.7125  0.3467
H12 -1.6684 4.2170 -3.3022  0.3624


[4]
Formula: C16H12ClIN2O3ReS2
Source: the Open Molecules 2025 dataset
Level of theory: ωB97M-V with the def2-TZVPD basis set

2S+1: 2
Net charge: +2
Kohn-Sham gap (alpha / beta) (eV): 6.3 / 6.6

Each line ends with the Löwdin spin population.
CARTESIAN COORDINATES (ANGSTROEM)
Re1 1.1238 1.4488 -0.0089  0.8524
Cl1 -4.7005 -2.6856 -0.5137  -0.0020
C1 -3.3554 -1.6392 -0.6961  -0.0033
C2 -2.7970 -1.4441 -1.9634  0.0053
C3 -1.7161 -0.6007 -2.1452  -0.0013
C4 -1.1707 0.0453 -1.0500  0.0174
O1 -0.1458 0.9250 -1.2576  0.0500
C5 -1.7090 -0.1465 0.2419  -0.0020
C6 -1.1866 0.4486 1.4248  0.0056
O2 -0.1598 1.1679 1.5104  0.0169
C7 -2.8246 -0.9930 0.3969  0.0056
H1 -3.2247 -1.9574 -2.8147  0.0003
H2 -1.2961 -0.4385 -3.1283  -0.0001
H3 -1.7161 0.2887 2.3652  -0.0005
H4 -3.2549 -1.1452 1.3786  0.0002
S1 3.4000 1.5967 0.1843  -0.0050
C8 3.2165 -0.1023 0.5493  0.0220
N1 1.9750 -0.4968 0.3456  0.0072
C9 1.8103 -1.8427 0.6909  -0.0009
C10 0.6724 -2.6365 0.5370  0.0020
C11 0.7446 -3.9596 0.9188  0.0000
C12 1.9242 -4.5083 1.4345  0.0015
C13 3.0646 -3.7456 1.5645  0.0009
C14 2.9906 -2.4069 1.1864  0.0010
S2 4.2834 -1.2401 1.1989  0.0082
H5 -0.2340 -2.2410 0.1053  0.0001
H6 -0.1256 -4.5917 0.8046  0.0000
H7 1.9475 -5.5500 1.7227  0.0001
H8 3.9826 -4.1733 1.9429  0.0000
N2 0.6480 5.6680 -0.1176  -0.0013
C15 0.2928 4.4667 -0.5122  0.0025
O3 0.8716 3.4559 -0.0251  0.0164
C16 -0.7862 4.3095 -1.5280  0.0005
I1 -2.5691 3.6337 -0.5683  0.0002
H9 1.3589 5.7846 0.5911  0.0000
H10 0.1988 6.4927 -0.4843  -0.0001
H11 -0.5043 3.5645 -2.2667  -0.0001
H12 -1.0290 5.2487 -2.0145  0.0000